ORCA calculation (ωB97M-V with the def2-TZVPD basis set) on a molecular structure, C28H39AuClN4O5 at a distorted geometry.

Structure (XYZ):
```
78
C28H39AuClN4O5, DFT ωB97M-V with the def2-TZVPD basis set
Au -0.094 0.002 0.126
Cl 0.075 0.023 2.537
N 0.252 2.178 0.027
N 0.159 -2.191 0.038
C -0.224 2.905 -0.950
C -0.278 -2.915 -0.959
C 1.043 3.068 0.928
C 1.401 4.177 -0.040
C 2.249 2.378 1.408
C 0.245 3.487 2.136
H 2.694 2.015 0.486
H 1.949 1.502 1.988
H 2.897 3.045 1.990
H -0.630 4.066 1.839
H 0.909 4.082 2.759
H -0.025 2.584 2.686
C 0.883 -3.089 0.948
C 1.281 -4.214 0.026
C 0.081 -3.458 2.175
C 2.073 -2.408 1.439
H 2.538 -1.848 0.646
H 2.736 -3.194 1.809
H 1.689 -1.610 2.069
H -0.805 -4.019 1.881
H -0.165 -2.535 2.708
H 0.724 -4.059 2.817
O 0.266 -4.150 -1.036
H 1.371 -5.201 0.487
H 2.260 -3.971 -0.433
O 0.334 4.127 -1.062
H 2.354 3.907 -0.533
H 1.523 5.178 0.381
C -1.368 2.510 -1.797
C -1.387 -2.502 -1.829
C -1.208 -1.211 -2.549
H -2.291 -2.439 -1.192
H -1.551 -3.330 -2.517
C -1.141 0.006 -1.751
C -1.206 1.228 -2.539
H -1.777 0.022 -0.678
C -1.379 1.223 -3.926
C -1.434 0.016 -4.610
C -1.599 2.493 -4.712
C -1.381 -1.197 -3.936
H -1.628 0.019 -5.685
C -1.606 -2.460 -4.731
H -1.683 -2.211 -5.795
H -2.544 -2.954 -4.447
H -0.790 -3.180 -4.607
H -2.538 2.985 -4.429
H -1.671 2.253 -5.779
H -0.784 3.211 -4.578
H -1.563 3.342 -2.472
H -2.251 2.433 -1.135
C 4.770 -2.406 4.217
C 3.975 -1.494 3.318
C 4.703 -0.884 2.098
C 5.716 -0.053 2.891
C 5.110 0.956 3.866
C 5.308 -1.790 0.989
O 6.226 -2.560 1.239
N 4.742 -1.717 -0.295
C 3.697 -0.823 -0.593
O 3.228 -0.638 -1.726
N 3.077 -0.203 0.474
C 4.091 0.253 1.264
O 4.493 1.435 1.175
H 5.191 -3.258 3.687
H 4.172 -2.796 5.050
H 5.598 -1.891 4.703
H 3.093 -2.021 3.055
H 3.570 -0.726 3.989
H 6.278 -0.803 3.450
H 6.252 0.498 2.113
H 4.680 0.531 4.779
H 5.914 1.608 4.207
H 4.352 1.613 3.427
H 5.261 -2.071 -1.082
```

As for the orbital gap (spin up / spin down): 4.8 / 5.8 eV. As for the total energy: -62078.4530 eV. Its spin multiplicity is 3. Its charge is -1. The maximum force is 0.0779 hartree/bohr. As for the HOMO energy (spin up / spin down): -2.1 / -4.3 eV.